<1>
Density functional theory data (wB97M-V/def2-TZVPD) for a structure of composition CH3O2S2.

```
8
Properties=species:S:1:pos:R:3
S -1.6825 0.2265 0.2839
S 1.0824 1.1875 -0.3527
O -1.4020 1.6749 0.3725
O -2.3754 -0.2662 -0.9883
C 0.0623 -0.3081 -0.1908
H 0.6254 -1.1364 0.8077
H 0.1642 -0.8823 -1.0005
H -0.1241 2.0549 -0.0373
```

Properties
net charge = -1
frontier orbital gap = 7.74 eV
E_HOMO = -4.00 eV

Just the Löwdin charges please, in e? Sure, here they are: 0.627 0.431 -0.639 -0.605 -0.763 0.118 -0.074 -0.095

<2>
Density functional theory data (wB97M-V/def2-TZVPD) for a structure of composition CH3O2S2.

```
8
Properties=species:S:1:pos:R:3
S -0.5538 0.9638 0.2819
S -1.3465 0.4745 2.0429
O 0.4864 2.0389 0.4581
O -1.5378 1.0773 -0.8050
C 0.7551 -0.9625 -0.4233
H 1.1456 -0.7484 -1.4545
H -0.2023 -1.4329 -0.4386
H 1.2531 -1.4107 0.3385
```

Properties
net charge = -1
frontier orbital gap = 7.83 eV
E_HOMO = -4.15 eV

Just the Löwdin charges please, in e? Sure, here they are: 0.167 0.033 -0.542 -0.507 -0.072 0.021 -0.044 -0.056

<3>
Density functional theory data (wB97M-V/def2-TZVPD) for a cluster of 2 separate species, CH3O2S2 in total.

```
8
Properties=species:S:1:pos:R:3
S -2.1587 0.7987 -0.3180
S 3.1125 0.3908 -0.2467
O -1.5924 -0.4295 0.6133
O 0.9750 0.2184 1.3471
C 1.5490 0.4719 0.2623
H 0.8054 0.7648 -0.5678
H -1.0324 1.1006 -1.1271
H -0.7920 -0.3925 1.1550
```

Properties
net charge = -1
frontier orbital gap = 7.00 eV
E_HOMO = -3.70 eV

Just the Löwdin charges please, in e? Sure, here they are: 0.633 0.375 -0.601 -0.220 -1.042 0.000 -0.137 -0.008

What are the relative energies? In eV: <1> 1.171; <2> 0.967; <3> 0.000.